[1]
Density functional theory data (wB97M-V/def2-TZVPD) for C15H22MgN5O4S2 as an isolated structure.

Results
E_tot = -58664.5005 eV
Gap between HOMO and LUMO = 7.583 eV
2S+1 = 1
Net charge = +1
Relative energy (zero: lowest compared OMol25 entry of this formula, charge and spin) = 72.8 kJ/mol

XYZ file:
```
49
Properties=species:S:1:pos:R:3:lowdin_charge:R:1
Mg -0.79863 -0.49401 0.89066 0.5485
C -0.90382 -0.90571 4.85536 0.0246
O -2.28118 -0.69927 4.44801 0.0246
C -2.48558 -0.18693 3.26116 -0.5325
O -1.56957 0.15118 2.49174 -0.0056
N -3.78834 -0.09383 2.97094 0.0323
N -4.20630 0.41841 1.74478 0.0694
H -0.96538 -1.51112 5.74999 0.1041
H -0.44702 0.05448 5.07499 0.1081
H -0.34947 -1.41781 4.07774 0.0828
H -4.45031 -0.41299 3.66055 0.1709
H -4.77066 1.24395 1.89703 0.1041
H -4.74584 -0.28016 1.24947 0.0803
C -0.84632 2.46585 0.49903 -0.1288
C -0.53584 3.70727 -0.37582 -0.1392
N 0.05443 3.30134 -1.65047 -0.1536
C -0.88023 2.42391 -2.35616 -0.1351
C -1.17008 1.15158 -1.51749 -0.1253
N -0.42565 1.22629 -0.22290 -0.2198
C 1.03567 1.32507 -0.52983 -0.1204
C 1.30252 2.58466 -1.39376 -0.1340
H -1.90889 2.37117 0.72055 0.1127
H -0.31400 2.49646 1.45041 0.1231
H 0.15921 4.37466 0.13260 0.1224
H -1.44389 4.27292 -0.57962 0.1213
H -0.45121 2.15854 -3.32094 0.1232
H -1.79806 2.97977 -2.54683 0.1220
H -0.85084 0.24397 -2.02723 0.1167
H -2.23073 1.04760 -1.28758 0.1207
H 1.32927 0.41410 -1.05078 0.1116
H 1.58027 1.35667 0.41468 0.1298
H 1.74990 2.30947 -2.34769 0.1245
H 1.99307 3.26010 -0.88971 0.1232
O 2.34233 -2.07374 -0.17974 -0.2296
S 1.10055 -2.30213 0.47412 0.7026
O 0.82406 -1.47755 1.68841 -0.3280
N -0.23657 -1.96173 -0.39995 -0.1901
C -1.20869 -2.85017 -0.04156 -0.7914
S -2.78613 -2.35137 0.15726 0.7536
C -0.63073 -4.14488 0.43217 -0.2180
C -1.24274 -5.36881 0.60519 0.0001
C -0.47671 -6.41348 1.11260 -0.0318
C 0.85826 -6.22904 1.46618 -0.0376
C 1.47457 -4.99201 1.31906 -0.0104
C 0.70311 -3.97894 0.79215 -0.2179
H -2.28487 -5.50349 0.34214 0.1231
H -0.92516 -7.39028 1.23518 0.1179
H 1.42831 -7.06040 1.86201 0.1192
H 2.51009 -4.83955 1.59464 0.1313
```



[2]
Density functional theory data (wB97M-V/def2-TZVPD) for C15H22N13O3STi as an isolated structure.

Results
E_tot = -75378.5268 eV
Gap between HOMO and LUMO (spin up / spin down) = 5.430 / 7.208 eV
2S+1 = 3
Net charge = -1
Relative energy (zero: lowest compared OMol25 entry of this formula, charge and spin) = 8.2 kJ/mol

XYZ file:
```
55
Properties=species:S:1:pos:R:3:lowdin_spin:R:1
Ti 0.03025 0.90404 0.11057 1.0423
N -0.49333 5.38078 -0.87207 0.0260
C -0.44171 3.99510 -0.76746 0.0502
S 0.56082 3.30649 0.46462 -0.0059
N -1.11566 3.30431 -1.62300 -0.0071
N -0.95602 1.94419 -1.44442 0.1925
C -1.64617 1.21191 -2.30672 0.1551
C -1.43457 -0.16822 -2.32272 0.1178
C -2.11821 -1.04836 -3.19573 0.0355
C -1.79847 -2.37244 -3.22360 0.0633
C -0.77394 -2.84533 -2.36844 0.0931
C -0.18071 -1.94970 -1.51273 0.0194
N -0.48674 -0.64547 -1.44185 0.1320
H -0.31852 5.84967 0.00193 0.0016
H -1.32118 5.70584 -1.34924 0.0009
H -2.34281 1.70092 -2.97709 0.0093
H -2.89463 -0.64971 -3.83658 -0.0005
H -2.31940 -3.05034 -3.88825 0.0024
H -0.47443 -3.88395 -2.36262 0.0064
H 0.58642 -2.26963 -0.82414 -0.0009
C -1.65426 -2.63540 1.44713 0.0011
O -0.44878 -1.90366 1.53601 0.0019
C 0.67057 -2.70448 1.77586 0.0002
C 1.88758 -1.81303 1.75329 0.0003
O 1.85598 -1.06216 0.54211 0.0046
C 3.12198 -0.56074 0.15369 0.0009
C 2.95482 -0.01478 -1.23476 0.0011
O 2.02675 1.05129 -1.17008 0.0172
C 1.90444 1.73120 -2.41689 0.0036
H -1.93014 -3.04956 2.42360 0.0001
H -2.43119 -1.95573 1.10591 0.0001
H -1.55314 -3.45438 0.72390 0.0006
H 0.60855 -3.20667 2.75244 0.0000
H 0.75116 -3.48677 1.00469 0.0000
H 1.91155 -1.14100 2.61120 0.0001
H 2.79053 -2.43429 1.77088 0.0001
H 3.43817 0.22644 0.84468 0.0001
H 3.86461 -1.36844 0.14875 0.0002
H 3.91430 0.35693 -1.61114 0.0002
H 2.58434 -0.79230 -1.91529 0.0002
H 2.90331 1.97048 -2.79317 0.0000
H 1.37048 1.10601 -3.13844 0.0016
H 1.34918 2.64567 -2.23764 0.0020
N -1.31651 0.50134 3.44640 0.0000
C 0.02087 0.78208 3.33100 0.0018
N 0.83873 0.89152 4.36683 0.0008
N 2.03693 1.15859 3.80876 0.0000
N 1.94052 1.21216 2.52691 0.0042
N 0.65234 0.96248 2.17696 0.0060
C -2.17906 0.47329 2.37780 0.0032
N -3.47208 0.24661 2.51318 0.0007
N -3.93910 0.24269 1.24556 0.0009
N -2.98946 0.44643 0.40843 0.0065
N -1.82435 0.60559 1.09662 0.0058
H -1.72061 0.55253 4.36433 0.0001
```



[3]
Density functional theory data (wB97M-V/def2-TZVPD) for one molecule with the formula C15H22N2O3S.

Results
SMILES string = COC(=O)[C@H](CCSC)NC(=O)Nc1ccc(C)cc1C
E_tot = -35871.5699 eV
Gap between HOMO and LUMO = 9.116 eV
2S+1 = 1
Net charge = 0
Relative energy (zero: lowest compared OMol25 entry of this formula, charge and spin) = 1.3 kJ/mol

XYZ file:
```
43
Properties=species:S:1:pos:R:3:lowdin_charge:R:1
C -4.13752 -2.75521 -1.18909 -0.0253
H -3.25709 -3.09237 -1.73822 0.0895
H -4.88195 -2.35278 -1.87519 0.0959
H -4.56496 -3.58175 -0.62142 0.0967
O -3.77754 -1.72184 -0.27701 -0.0150
C -2.49406 -1.40662 -0.16352 -0.4522
O -1.59441 -1.93414 -0.76965 0.1102
C -2.28749 -0.27191 0.82432 -0.2105
N -0.87361 -0.06220 0.98857 0.1246
C -0.35513 0.41998 2.14931 -0.5674
O -1.04245 0.80739 3.07332 0.0612
N 1.01727 0.47000 2.20267 0.1283
C 1.90318 0.24417 1.12411 -0.2217
C 2.63684 1.31472 0.62201 -0.0211
C 3.51168 1.14053 -0.43159 -0.0449
C 3.67242 -0.11184 -1.01101 -0.2758
C 2.95553 -1.17773 -0.48716 -0.0008
C 2.07803 -1.03192 0.57942 -0.2098
C 1.36831 -2.23520 1.12553 -0.0321
H 2.05927 -3.07362 1.18971 0.0849
H 0.96695 -2.03324 2.11553 0.0818
H 0.54832 -2.53421 0.47143 0.0707
H 3.08793 -2.16207 -0.91382 0.1239
C 4.62398 -0.31924 -2.14945 -0.0512
H 4.80731 0.61346 -2.67717 0.0754
H 4.23321 -1.05244 -2.85140 0.0781
H 5.57841 -0.68979 -1.77419 0.0847
H 4.06945 1.98473 -0.80969 0.1107
H 2.51097 2.29134 1.06820 0.1141
H 1.36404 1.05344 2.95137 0.1536
H -0.27044 -0.45969 0.28524 0.1134
C -2.98815 1.01246 0.33573 -0.1828
C -2.42502 1.49460 -1.00022 -0.4865
H -3.11009 1.29522 -1.82249 0.0726
H -1.46593 1.02615 -1.22223 0.0716
S -2.13778 3.29436 -1.03546 0.7971
C -0.64401 3.36552 -0.00749 -0.4032
H -0.85552 2.97110 0.98239 0.0228
H 0.14999 2.79669 -0.48548 0.0259
H -0.36431 4.41120 0.06327 0.0289
H -4.06005 0.83128 0.26161 0.1162
H -2.83027 1.76833 1.10682 0.1003
H -2.72528 -0.54687 1.79238 0.1673
```



[4]
Density functional theory data (wB97M-V/def2-TZVPD) for one molecule with the formula C15H22N2O4.

Results
SMILES string = O=C([C@H](CO)NC(=O)[C@H]1C[C@@]2(C1)C[C@]21CC1)N1CCCO1
E_tot = -27078.4996 eV
Gap between HOMO and LUMO = 10.002 eV
2S+1 = 1
Net charge = 0
Relative energy (zero: lowest compared OMol25 entry of this formula, charge and spin) = 538.3 kJ/mol

XYZ file:
```
43
Properties=species:S:1:pos:R:3:lowdin_charge:R:1
O -1.29373 0.16783 0.67812 0.0672
C -0.45997 0.56503 -0.11905 -0.4479
N -0.03320 -0.20130 -1.15683 0.1249
C -0.54905 -1.53410 -1.37625 -0.2182
C -1.81949 -1.48901 -2.21118 -0.1877
O -2.25966 -2.83272 -2.36427 -0.0475
C 0.54592 -2.30536 -2.11188 -0.3842
O 1.07423 -1.84044 -3.09251 0.1279
N 1.00390 -3.42493 -1.43058 -0.0290
C 0.11117 -4.59524 -1.29731 -0.1235
C 1.08493 -5.68150 -0.83878 -0.1246
C 2.44423 -5.10575 -1.27071 -0.1659
O 2.14059 -3.97309 -2.08077 -0.0723
C 0.17384 1.92766 -0.00443 -0.1807
C -0.80274 3.10526 0.25880 -0.0391
C 0.12120 3.56324 1.38241 -0.3414
C 0.85684 2.22757 1.36029 -0.0359
C 0.77359 4.92755 1.49077 0.0101
C -0.17226 4.43416 2.52263 -0.3789
C -1.38142 4.91105 3.22303 -0.0630
C -0.21927 4.29379 3.99168 -0.0633
H 0.62038 0.15799 -1.83390 0.1423
H -0.76850 -1.98214 -0.40815 0.1514
H -2.55940 -0.87909 -1.68671 0.1269
H -1.58789 -1.03333 -3.17911 0.1300
H -3.03305 -2.84676 -2.93423 0.0937
H -0.68419 -4.38376 -0.58732 0.1236
H -0.33077 -4.83145 -2.26578 0.1269
H 1.04679 -5.82614 0.23933 0.1083
H 0.86283 -6.63105 -1.32151 0.1084
H 3.03416 -4.79314 -0.40574 0.1174
H 3.03409 -5.77570 -1.89144 0.1218
H 0.84173 2.13125 -0.84191 0.1410
H -0.96838 3.79469 -0.56838 0.1149
H -1.75747 2.73654 0.63621 0.1188
H 0.49719 1.54665 2.13300 0.1206
H 1.94586 2.25255 1.36306 0.1153
H 1.82915 4.96045 1.73529 0.1067
H 0.43364 5.70059 0.81109 0.1066
H -1.53406 5.97805 3.32056 0.0991
H -2.28704 4.32421 3.13373 0.1000
H -0.36444 3.30376 4.40556 0.1000
H 0.38974 4.95612 4.59317 0.0991
```



[5]
Density functional theory data (wB97M-V/def2-TZVPD) for C15H22N2OPTi as an isolated structure at a distorted geometry.

Results
E_tot = -53336.1354 eV
Gap between HOMO and LUMO (spin up / spin down) = 5.296 / 5.316 eV
2S+1 = 2
Net charge = 0

XYZ file:
```
42
Properties=species:S:1:pos:R:3:lowdin_spin:R:1
C 2.38428 1.66241 -4.04774 0.0049
C 2.37436 0.96903 -5.30580 -0.0005
C 1.05085 1.01055 -5.80717 0.0028
C 0.26015 1.86359 -5.00017 0.0002
C 1.04492 2.20328 -3.83891 0.0056
Ti 1.50199 1.64154 -0.84789 1.1555
P 3.09448 3.51980 -0.08595 0.0648
H 3.20531 1.74622 -3.32697 -0.0004
H 3.21714 0.45314 -5.75968 -0.0001
H 0.71016 0.53825 -6.72431 0.0003
H 0.71845 2.82448 -2.98268 0.0004
H -0.76562 2.15330 -5.17065 0.0000
H 2.81716 4.90846 -0.31588 -0.0015
H 4.42728 3.48995 -0.62840 0.0082
H 3.42152 3.56207 1.30847 0.0093
C 0.83227 -2.00577 4.41166 0.0000
C -0.60442 -1.55898 4.23965 0.0000
N -1.04104 -1.41928 2.84056 -0.0014
C -1.74759 -2.59638 2.28844 -0.0018
C -3.18876 -2.66579 2.77062 -0.0001
C -0.45768 -0.40512 2.12442 -0.0012
O 0.36394 0.35636 2.65740 0.0094
C -0.78714 -0.17110 0.67863 -0.0195
C -1.98328 -0.47887 0.01490 -0.0477
C -2.12806 -0.17892 -1.34451 -0.0550
C -1.12928 0.47590 -2.06999 -0.0084
N -0.00395 0.90283 -1.44254 -0.0772
C 0.18414 0.53523 -0.00005 -0.0708
H 1.03171 -2.93556 3.86947 0.0000
H 1.03139 -2.16891 5.47365 0.0000
H 1.50402 -1.22370 4.05050 0.0000
H -1.29545 -2.27696 4.68609 0.0000
H -0.73017 -0.57902 4.71425 0.0000
H -1.70098 -2.57228 1.19410 -0.0008
H -1.20612 -3.49102 2.63856 -0.0003
H -3.71950 -1.73298 2.54946 0.0000
H -3.70038 -3.48434 2.25548 0.0000
H -3.23481 -2.85244 3.84922 -0.0001
H -2.80945 -0.94205 0.55502 -0.0016
H -3.05180 -0.44487 -1.85086 -0.0029
H -1.19985 0.72250 -3.12489 0.0018
H 1.30981 0.64545 0.50447 0.0279
```



net charge of number 5 (C15H22N2OPTi)? 0



Which of these has the lowest E_tot? C15H22N13O3STi



Which of these has the lowest net charge? C15H22N13O3STi



Among the records above, which one has the highest E_tot? C15H22N2O4